(1)
Below is a single C16H13N3O molecule, with properties calculated with the ωB97M-V functional and the def2-TZVPD basis.

Results
ΔE to the lowest compared entry with this formula, charge and spin: 5.19 kcal per mole
E_LUMO: -0.411 eV
DFT total energy: -856.99251 hartree
SMILES: N#Cc1cc2ccc(N3CCOCC3)cc2cc1C#N

Last columns: bonded neighbours and bond lengths (Å).
Atoms and positions in Å:
1 N -5.7971 -1.0768 0.4698  C2 1.147
2 C -4.6929 -0.8091 0.3163  N1 1.147, C3 1.412
3 C -3.3268 -0.5057 0.1290  C2 1.412, C4 1.378, C12 1.424
4 C -2.3860 -1.5123 0.0950  C3 1.378, C5 1.403, H33 1.081
5 C -1.0269 -1.2198 -0.0904  C4 1.403, C6 1.412, C10 1.423
6 C -0.0363 -2.2250 -0.1344  C5 1.412, C7 1.361, H32 1.080
7 C 1.2764 -1.9144 -0.3113  C6 1.361, C8 1.423, H31 1.079
8 C 1.7146 -0.5684 -0.4525  C7 1.423, C9 1.386, N17 1.376
9 C 0.7504 0.4268 -0.4241  C8 1.386, C10 1.403, H16 1.079
10 C -0.6101 0.1311 -0.2503  C5 1.423, C9 1.403, C11 1.411
11 C -1.5856 1.1495 -0.2106  C10 1.411, C12 1.375, H15 1.081
12 C -2.9139 0.8486 -0.0248  C3 1.424, C11 1.375, C13 1.414
13 C -3.8768 1.8835 0.0134  C12 1.414, N14 1.146
14 N -4.6395 2.7384 0.0414  C13 1.146
15 H -1.2828 2.1805 -0.3273  C11 1.081
16 H 1.0183 1.4674 -0.5197  C9 1.079
17 N 3.0460 -0.3200 -0.6955  C8 1.376, C18 1.450, C24 1.449
18 C 4.0897 -1.0409 0.0075  N17 1.450, H19 1.087, C20 1.537, H30 1.095
19 H 3.7482 -2.0224 0.3275  C18 1.087
20 C 4.5296 -0.2335 1.2397  C18 1.537, O21 1.408, H28 1.091, H29 1.102
21 O 4.9699 1.0561 0.8839  C20 1.408, C22 1.411
22 C 3.9627 1.7708 0.2022  O21 1.411, H23 1.091, C24 1.534, H27 1.101
23 H 4.3988 2.7352 -0.0618  C22 1.091
24 C 3.5211 1.0022 -1.0495  N17 1.449, C22 1.534, H25 1.088, H26 1.096
25 H 2.7610 1.5476 -1.6055  C24 1.088
26 H 4.3935 0.8683 -1.6991  C24 1.096
27 H 3.1002 1.9290 0.8682  C22 1.101
28 H 5.3722 -0.7158 1.7371  C20 1.091
29 H 3.6835 -0.1621 1.9425  C20 1.102
30 H 4.9415 -1.1615 -0.6699  C18 1.095
31 H 1.9975 -2.7140 -0.3781  C7 1.079
32 H -0.3406 -3.2570 -0.0373  C6 1.080
33 H -2.6978 -2.5404 0.2132  C4 1.081

=====

(2)
Below is a single C16H13N3O2S molecule, with properties calculated with the ωB97M-V functional and the def2-TZVPD basis.

Results
ΔE to the lowest compared entry with this formula, charge and spin: 17.35 kcal per mole
E_LUMO: 0.059 eV
DFT total energy: -1330.48744 hartree
SMILES: O=C(c1cnc2sccn2c1=O)N1CCc2ccccc2C1

Last columns: bonded neighbours and bond lengths (Å).
Atoms and positions in Å:
1 O 2.9571 1.2225 -0.4348  C2 1.219
2 C 1.7957 0.8533 -0.4741  O1 1.219, N3 1.345, C23 1.501
3 N 1.2319 0.1203 0.5027  C2 1.345, C4 1.452, C12 1.453
4 C 2.0261 -0.1464 1.6880  N3 1.452, C5 1.525, H21 1.093, H22 1.098
5 C 1.1245 -0.3352 2.9040  C4 1.525, C6 1.497, H19 1.090, H20 1.094
6 C 0.2375 -1.5099 2.6316  C5 1.497, C7 1.385, C11 1.393
7 C 0.0172 -2.5373 3.5337  C6 1.385, C8 1.385, H18 1.080
8 C -0.7838 -3.6109 3.1833  C7 1.385, C9 1.384, H17 1.080
9 C -1.3545 -3.6670 1.9233  C8 1.384, C10 1.385, H16 1.080
10 C -1.1294 -2.6478 1.0136  C9 1.385, C11 1.386, H15 1.081
11 C -0.3365 -1.5664 1.3637  C6 1.393, C10 1.386, C12 1.500
12 C -0.1195 -0.4088 0.4341  N3 1.453, C11 1.500, H13 1.101, H14 1.095
13 H -0.8297 0.3874 0.7056  C12 1.101
14 H -0.3338 -0.7096 -0.5969  C12 1.095
15 H -1.5731 -2.6927 0.0291  C10 1.081
16 H -1.9732 -4.5075 1.6463  C9 1.080
17 H -0.9576 -4.4074 3.8914  C8 1.080
18 H 0.4710 -2.4944 4.5133  C7 1.080
19 H 1.7294 -0.4942 3.7966  C5 1.090
20 H 0.5224 0.5661 3.0491  C5 1.094
21 H 2.7117 0.6949 1.8173  C4 1.093
22 H 2.6262 -1.0528 1.5326  C4 1.098
23 C 0.9394 1.2085 -1.6551  C2 1.501, C24 1.370, C33 1.438
24 C 1.3830 0.9146 -2.9173  C23 1.370, N25 1.344, H35 1.080
25 N 0.7529 1.2738 -4.0486  C24 1.344, C26 1.295
26 C -0.3185 1.9872 -3.9028  N25 1.295, N27 1.363, S30 1.737
27 N -0.8432 2.3721 -2.7052  C26 1.363, C28 1.376, C33 1.424
28 C -1.9814 3.1369 -2.8145  N27 1.376, C29 1.340, H32 1.075
29 C -2.3560 3.3485 -4.0831  C28 1.340, S30 1.741, H31 1.070
30 S -1.2787 2.5874 -5.2197  C26 1.737, C29 1.741
31 H -3.1988 3.9055 -4.4361  C29 1.070
32 H -2.4498 3.4829 -1.9113  C28 1.075
33 C -0.2435 2.0036 -1.4668  C23 1.438, N27 1.424, O34 1.214
34 O -0.7569 2.3744 -0.4316  C33 1.214
35 H 2.2919 0.3485 -3.0617  C24 1.080

=====

Which of these has the lowest E_LUMO? C16H13N3O